(1)
92
Properties=species:S:1:pos:R:3:forces:R:3:mulliken_charge:R:1 method="wB97M-V/def2-TZVPD" spin_multiplicity=3 relative_energy_kj_mol=0.00 s2=2.0148 homo_lumo_gap_ha="0.273 / 0.257" homo_ev="-10.59 / -10.59" total_charge=+1
W -0.052 0.418 1.142 -0.643 0.186 0.062 0.565
C -2.038 1.648 -1.669 -0.003 -0.023 -0.002 -1.404
C -2.066 0.172 -1.439 0.030 0.078 0.015 0.850
C -2.918 -0.607 -2.227 0.007 -0.024 0.006 -1.150
C -2.960 -1.970 -2.079 0.005 0.021 0.006 -0.921
C -2.094 -2.562 -1.163 -0.007 -0.010 -0.007 -0.883
C -1.277 -1.760 -0.398 -0.037 -0.094 0.008 0.149
N -1.295 -0.408 -0.504 0.101 -0.199 0.009 1.596
Sb 0.120 -2.912 0.796 -0.092 -0.123 0.106 0.958
C 1.869 -1.998 -0.055 0.008 0.083 0.004 0.048
C 2.571 -2.567 -1.101 -0.030 0.011 -0.041 -0.977
C 3.796 -2.009 -1.447 0.005 0.012 -0.002 -0.513
C 4.301 -0.983 -0.674 -0.013 0.003 0.006 -0.713
C 3.545 -0.471 0.381 0.011 0.030 -0.063 0.624
C 4.143 0.546 1.311 0.000 -0.004 0.000 -1.263
N 2.310 -0.928 0.625 0.045 -0.153 -0.024 0.423
C 0.518 -1.935 2.718 0.076 0.044 -0.064 0.139
C 0.763 -2.848 3.714 0.005 -0.040 -0.012 -0.656
C 1.196 -2.400 4.965 -0.005 0.013 0.003 -0.818
C 1.382 -1.057 5.153 0.004 -0.027 -0.008 -0.889
C 1.106 -0.156 4.118 -0.086 0.103 0.035 0.842
C 1.258 1.303 4.377 0.047 -0.014 -0.015 -1.499
N 0.673 -0.599 2.934 0.076 -0.094 -0.021 1.272
H -2.225 1.847 -2.723 -0.009 0.003 0.001 0.620
H -2.825 2.137 -1.093 -0.011 -0.003 0.010 0.215
H -1.088 2.094 -1.401 -0.007 -0.010 -0.017 -0.323
H -3.545 -0.104 -2.950 0.001 -0.001 -0.006 0.567
H -3.641 -2.576 -2.662 -0.003 0.001 -0.009 0.612
H -2.078 -3.637 -1.042 0.008 0.005 0.014 0.596
H 2.178 -3.422 -1.634 -0.003 -0.013 0.002 0.499
H 4.366 -2.405 -2.277 0.004 -0.001 -0.006 0.490
H 5.289 -0.583 -0.861 0.000 0.008 -0.010 0.542
H 5.071 0.144 1.723 0.000 -0.005 -0.004 0.527
H 4.401 1.470 0.794 0.004 0.010 0.024 0.264
H 3.468 0.777 2.129 -0.018 0.002 0.002 0.026
H 0.625 -3.905 3.530 -0.005 0.001 -0.005 0.554
H 1.381 -3.104 5.765 0.007 -0.002 0.003 0.457
H 1.718 -0.663 6.102 0.011 0.003 -0.001 0.586
H 2.191 1.484 4.912 0.005 0.011 0.002 0.552
H 1.252 1.898 3.470 0.019 -0.016 0.018 -0.084
H 0.434 1.637 5.008 0.002 -0.031 -0.018 0.380
O -1.844 0.239 4.078 -0.070 0.078 -0.064 -0.480
C -2.280 -0.401 3.144 0.290 -0.182 0.137 -1.183
O -1.701 -0.498 1.970 -0.065 0.001 -0.034 0.912
C -3.527 -1.223 3.253 -0.074 0.044 -0.055 0.572
C -4.208 -1.268 4.463 0.013 0.012 0.006 -0.377
C -5.362 -2.022 4.544 0.018 -0.035 -0.014 -0.485
C -5.870 -2.736 3.476 -0.005 -0.004 0.014 -0.433
C -5.166 -2.663 2.290 -0.007 0.075 0.006 -0.250
C -4.011 -1.920 2.156 -0.037 0.027 -0.019 -0.142
N -5.662 -3.410 1.117 0.136 -0.229 0.041 1.022
O -6.646 -4.094 1.262 -0.054 0.089 -0.023 -0.608
O -5.017 -3.316 0.087 -0.048 0.063 -0.019 -0.600
N -6.088 -2.075 5.834 -0.062 0.044 0.004 1.080
O -7.099 -2.742 5.870 0.029 -0.009 -0.001 -0.616
O -5.622 -1.443 6.755 0.018 -0.024 0.001 -0.605
H -3.844 -0.719 5.319 0.001 0.002 -0.003 0.800
H -6.774 -3.320 3.569 -0.002 0.002 -0.006 0.636
H -3.506 -1.878 1.202 0.003 0.001 0.009 0.352
Cl 4.526 2.253 -4.721 0.027 -0.004 0.001 -0.203
C 3.550 0.899 -5.178 -0.022 0.008 0.021 1.080
C 3.865 0.202 -6.330 0.016 0.001 -0.005 -0.558
C 3.131 -0.920 -6.683 0.009 0.000 -0.024 -0.548
C 2.082 -1.340 -5.884 -0.004 0.011 0.023 -0.695
C 1.765 -0.615 -4.750 0.010 0.091 0.025 0.799
Cl 0.409 -1.134 -3.777 0.003 0.004 0.054 -0.105
C 2.477 0.525 -4.361 -0.026 -0.120 -0.037 -1.339
N 2.177 1.216 -3.185 0.044 -0.008 0.122 1.168
C 1.764 2.577 -3.228 -0.089 0.159 0.112 0.314
C 1.235 3.134 -4.387 0.024 0.014 0.048 -0.385
C 0.823 4.456 -4.402 -0.015 0.020 -0.018 -0.830
C 0.921 5.234 -3.259 -0.017 0.044 -0.006 -0.842
C 1.447 4.685 -2.101 0.029 -0.044 -0.013 -0.542
C 1.881 3.366 -2.073 0.037 -0.169 -0.056 0.138
C 2.511 2.800 -0.817 -0.085 -0.086 -0.190 -1.336
C 1.575 1.936 -0.048 -0.172 -0.068 0.186 0.236
O 1.482 1.901 1.221 0.347 0.003 -0.130 -0.810
O 0.791 1.115 -0.645 0.171 0.413 0.063 0.626
H 4.695 0.536 -6.935 0.004 -0.003 -0.004 0.460
H 3.379 -1.467 -7.581 0.006 -0.004 0.000 0.403
H 1.495 -2.210 -6.143 0.002 -0.003 0.005 0.481
H 1.598 0.674 -2.558 -0.004 -0.009 0.055 -1.152
H 1.152 2.526 -5.279 -0.006 0.002 0.001 0.517
H 0.417 4.878 -5.312 0.001 0.000 -0.007 0.449
H 0.597 6.265 -3.270 -0.004 0.006 0.002 0.437
H 1.539 5.291 -1.208 -0.002 0.002 0.009 0.514
H 2.909 3.572 -0.161 -0.031 0.014 -0.007 0.661
H 3.326 2.133 -1.130 0.044 0.034 0.052 0.249
Cl -1.235 3.367 3.637 -0.010 -0.009 -0.046 -0.284
Si -1.446 2.471 1.808 0.122 0.016 -0.247 0.241
Cl -0.959 4.018 0.498 -0.010 -0.024 0.043 -0.280
Cl -3.475 2.138 1.589 0.008 0.013 -0.011 -0.320



(2)
87
Properties=species:S:1:pos:R:3:forces:R:3:mulliken_charge:R:1 method="wB97M-V/def2-TZVPD" spin_multiplicity=3 relative_energy_kj_mol=203.05 s2=2.0333 homo_lumo_gap_ha="0.234 / 0.243" homo_ev="-10.18 / -10.21" total_charge=+1
V -0.126 -0.622 -0.235 -0.130 0.340 1.816 -0.294
S -1.175 3.005 5.802 0.154 -0.640 -0.176 -0.209
C -1.051 2.013 7.185 -0.009 0.002 -0.167 -0.353
C -0.809 0.709 6.869 -0.056 0.255 0.406 -0.671
C -0.720 0.493 5.485 -0.039 0.437 -0.528 -0.390
C -0.887 1.644 4.748 -0.044 0.012 1.020 0.613
C -0.828 1.823 3.323 -0.050 0.622 -0.991 0.882
C -0.528 0.727 2.479 -0.117 -0.079 0.436 -0.511
N -0.489 0.791 1.165 -0.672 0.873 0.886 1.121
C -0.705 1.995 0.589 -0.093 0.959 0.456 -0.363
C -0.925 3.175 1.332 0.180 -0.670 -0.486 0.341
C -1.043 4.413 0.630 0.031 0.070 -0.313 -1.066
C -0.931 4.475 -0.719 -0.094 0.129 0.325 -1.270
C -0.735 3.295 -1.497 0.027 -0.711 0.336 0.477
C -0.578 3.284 -2.884 0.004 -0.588 -0.060 -0.727
C -0.406 2.079 -3.561 -0.158 0.202 0.873 0.786
C -0.451 0.894 -2.797 -0.003 0.214 -0.780 -0.730
N -0.558 0.884 -1.489 -0.323 0.520 -0.604 0.612
C -0.669 2.049 -0.829 -0.142 1.162 -0.143 0.173
C -0.177 2.028 -4.984 0.075 0.126 -0.990 0.407
C 0.250 0.969 -5.750 -0.162 0.356 0.509 -0.450
C 0.403 1.293 -7.107 -0.026 0.222 -0.340 -0.627
C 0.090 2.591 -7.375 -0.037 0.035 0.201 -0.366
S -0.391 3.443 -5.976 0.089 -0.568 0.106 -0.173
C -0.998 3.066 2.724 0.117 -0.778 0.150 -1.153
H -1.163 2.455 8.155 -0.018 0.021 0.220 0.468
H -0.692 -0.069 7.601 -0.008 -0.103 0.151 0.413
H -0.537 -0.480 5.064 0.060 -0.150 -0.159 0.476
H -0.311 -0.236 2.928 -0.081 0.084 -0.185 -0.343
H -1.204 5.305 1.217 -0.022 0.138 -0.023 0.486
H -1.008 5.419 -1.236 0.019 0.143 -0.033 0.474
H -0.583 4.215 -3.429 0.025 0.144 -0.028 0.495
H -0.395 -0.072 -3.282 0.047 0.083 0.006 0.441
H 0.472 -0.004 -5.352 0.048 -0.217 0.119 0.474
H 0.734 0.597 -7.855 0.050 -0.111 -0.160 0.398
H 0.113 3.100 -8.318 0.023 0.067 -0.213 0.457
H -1.163 3.949 3.324 -0.056 0.097 0.009 0.493
F -6.369 -2.327 2.286 0.256 0.037 0.057 -0.288
C -5.049 -2.285 2.122 0.341 0.025 -0.012 0.685
C -4.192 -2.856 3.069 -0.127 0.064 -0.207 0.168
F -4.692 -3.402 4.174 0.006 0.003 -0.154 -0.277
C -2.824 -2.851 2.843 0.209 0.342 -0.445 -0.016
F -1.983 -3.401 3.721 -0.349 -0.131 0.182 -0.386
C -2.268 -2.256 1.709 -0.823 0.242 0.028 0.414
Se -0.425 -2.393 1.375 0.246 -0.992 0.541 -0.283
C -3.140 -1.623 0.828 0.264 -0.269 0.591 0.048
F -2.591 -0.948 -0.231 -0.142 -0.085 -0.016 -0.193
C -4.515 -1.648 1.002 0.074 0.018 -0.040 -0.183
F -5.324 -1.069 0.113 0.073 -0.041 0.116 -0.290
N -0.058 -1.911 -1.624 0.389 -2.746 -2.979 0.228
C 0.201 -2.741 -2.391 -0.584 1.424 1.223 0.522
C 0.664 -3.651 -3.351 0.586 -0.842 -0.866 0.150
C -0.176 -4.519 -4.060 -0.023 0.212 0.196 -0.397
C 0.363 -5.337 -5.033 0.047 -0.059 -0.058 -0.636
C 1.724 -5.309 -5.304 0.013 0.114 0.138 -0.350
C 2.562 -4.462 -4.591 0.082 -0.037 -0.033 -0.674
C 2.045 -3.636 -3.614 -0.260 0.122 0.133 -0.568
H -1.234 -4.548 -3.848 -0.072 0.041 0.025 0.504
H -0.274 -6.004 -5.591 -0.114 -0.048 -0.006 0.412
H 2.139 -5.950 -6.067 -0.002 -0.061 -0.070 0.419
H 3.622 -4.448 -4.800 0.032 0.003 0.014 0.419
H 2.680 -2.971 -3.044 0.055 0.024 -0.017 0.624
C 6.628 0.362 0.783 -0.194 0.129 -0.030 -1.256
C 5.535 0.872 -0.144 0.443 -0.076 -0.202 0.440
C 5.305 -0.062 -1.321 -0.087 0.270 0.116 -1.060
O 4.318 1.132 0.590 -0.292 -0.054 -0.069 -0.357
P 3.262 0.158 1.225 -0.413 0.639 1.135 0.588
S 2.355 1.106 2.686 0.598 -0.502 -0.766 -0.385
S 2.072 -0.513 -0.387 0.927 0.046 -0.063 0.185
O 4.154 -1.103 1.598 -0.116 0.740 -0.583 -0.218
C 3.798 -2.341 2.226 -0.145 -0.679 0.335 0.450
C 3.143 -3.293 1.237 -0.019 0.247 0.003 -0.982
C 2.930 -2.121 3.449 0.065 0.064 -0.032 -1.357
H 7.596 0.511 0.311 0.109 -0.021 -0.066 0.491
H 6.491 -0.696 0.994 0.052 -0.034 0.038 0.165
H 6.614 0.915 1.719 0.031 0.033 0.061 0.338
H 5.798 1.876 -0.497 -0.013 -0.230 -0.015 0.353
H 4.975 -1.036 -0.964 0.038 -0.106 -0.014 0.148
H 6.239 -0.184 -1.864 0.063 -0.018 -0.055 0.528
H 4.550 0.339 -1.994 -0.007 -0.003 -0.071 0.224
H 4.780 -2.732 2.518 -0.242 0.010 0.017 0.216
H 2.144 -2.939 0.965 0.256 -0.135 0.044 -0.129
H 3.040 -4.273 1.693 0.020 -0.130 0.062 0.479
H 3.739 -3.380 0.331 0.070 -0.064 -0.104 0.255
H 1.892 -1.941 3.155 0.103 0.030 0.087 0.088
H 3.289 -1.261 4.010 -0.033 -0.063 0.126 0.410
H 2.961 -3.003 4.081 -0.002 -0.154 0.058 0.545